An isolated ion of composition C17H17Cl2 and charge +1 at a distorted geometry, computed with wB97M-V/def2-TZVPD.

Each atom is followed by the atoms it is bonded to, with distances in Å.
Positions of all 36 atoms, in Å:
1 C -2.27647 0.72673 -2.07275  C2 1.450, H5 1.098, H6 1.104, H7 1.100
2 C -0.93466 1.22603 -1.84175  C1 1.450, C3 1.480, H8 1.085
3 C 0.18970 0.42996 -1.30151  C2 1.480, C4 1.552, H9 1.110, C18 1.520
4 C 1.45566 0.90579 -2.06189  C3 1.552, H10 1.098, H11 1.096, H12 1.099
5 H -2.93500 1.60183 -2.15604  C1 1.098
6 H -2.36353 0.15393 -3.01229  C1 1.104
7 H -2.64340 0.09872 -1.24817  C1 1.100
8 H -0.69604 2.23455 -2.16419  C2 1.085
9 H -0.02318 -0.63315 -1.53743  C3 1.110
10 H 2.23957 0.13762 -2.06433  C4 1.098
11 H 1.20550 1.12908 -3.10569  C4 1.096
12 H 1.84293 1.82163 -1.59460  C4 1.099
13 Cl -5.39560 -0.22887 1.91664  C14 1.715
14 C -3.70747 -0.07566 1.65426  Cl13 1.715, C15 1.401, C27 1.398
15 C -3.10431 1.18627 1.73283  C14 1.401, C16 1.396, H28 1.085
16 C -1.75695 1.31619 1.39279  C15 1.396, C17 1.400, H29 1.091
17 C -1.02433 0.22665 0.90572  C16 1.400, C18 1.549, C26 1.394
18 C 0.32611 0.52904 0.20955  C3 1.520, C17 1.549, C19 1.540, H30 1.096
19 C 1.54825 -0.28116 0.67907  C18 1.540, C20 1.405, C25 1.393
20 C 2.76962 0.40174 0.80168  C19 1.405, C21 1.393, H31 1.093
21 C 3.98059 -0.28711 0.82055  C20 1.393, C22 1.401, H32 1.088
22 C 3.96900 -1.68583 0.73498  C21 1.401, Cl23 1.710, C24 1.399
23 Cl 5.43917 -2.53764 0.54301  C22 1.710
24 C 2.75671 -2.38223 0.77149  C22 1.399, C25 1.403, H33 1.085
25 C 1.54817 -1.67031 0.78019  C19 1.393, C24 1.403, H34 1.084
26 C -1.62436 -1.03135 0.87570  C17 1.394, C27 1.405, H35 1.087
27 C -2.94696 -1.19901 1.31768  C14 1.398, C26 1.405, H36 1.085
28 H -3.68634 2.05321 2.02691  C15 1.085
29 H -1.27798 2.29554 1.43717  C16 1.091
30 H 0.55566 1.57615 0.43805  C18 1.096
31 H 2.76692 1.49385 0.83808  C20 1.093
32 H 4.92513 0.25252 0.84688  C21 1.088
33 H 2.75532 -3.46704 0.75460  C24 1.085
34 H 0.62354 -2.23167 0.85058  C25 1.084
35 H -1.10233 -1.90070 0.48313  C26 1.087
36 H -3.39861 -2.18531 1.34909  C27 1.085

## Properties
Charge   +1
LUMO energy   -6.6 eV
Maximum force   0.0525 hartree/bohr
Spin multiplicity   1
HOMO-LUMO gap   5.309 eV